No. 1
Molecular formula: C9H22AsO3
Method: DFT, wB97M-V/def2-TZVPD

CARTESIAN COORDINATES (ANGSTROEM)
C 1.98276 1.80724 1.69318
C 2.74247 2.48189 0.55874
O 3.54869 1.60222 -0.17737
C 2.83887 0.80185 -1.14600
C 2.90098 -0.67432 -0.79063
As 1.06333 -1.52585 -0.46349
C -0.74623 -2.40819 -0.05031
C -1.57844 -1.56814 0.91435
C -3.06692 -1.52475 0.58299
O -3.57708 -0.18356 0.48000
C -3.43633 0.37558 -0.70525
C -3.78809 1.82982 -0.71668
O -3.10545 -0.17583 -1.69361
H 2.52851 0.95912 2.06821
H 1.91767 2.52331 2.51065
H 0.97132 1.55082 1.42567
H 3.42002 3.20156 1.01305
H 2.06823 3.04737 -0.08098
H 1.80443 1.13143 -1.25328
H 3.31695 0.97477 -2.10534
H 3.49426 -0.77479 0.10537
H 3.37179 -1.22849 -1.59194
H 0.46953 -0.08838 -0.14242
H 0.67085 -1.29847 -1.99476
H 1.66223 -2.95916 -0.84293
H 1.46520 -1.76536 1.08353
H -1.28450 -2.64071 -0.96381
H -0.48208 -3.34160 0.42828
H -1.17977 -0.55823 1.00551
H -1.45057 -2.02397 1.88413
H -3.29872 -2.13939 -0.27178
H -3.58830 -1.96177 1.42317
H -3.93569 2.21922 0.28413
H -3.01083 2.38281 -1.20748
H -4.70907 1.95196 -1.26288

## Properties
HOMO energy = -0.113 Eh
E_LUMO = 3.19 eV
charge = -1
Kohn-Sham gap = 6.2 eV

These are the Mulliken partial charges, in e, on atoms 1 to 6:
1 C -0.905
2 C -0.342
3 O -0.407
4 C -0.362
5 C -1.132
6 As -0.493

=====

No. 2
Molecular formula: C9H22Br4N5
Method: DFT, wB97M-V/def2-TZVPD

CARTESIAN COORDINATES (ANGSTROEM)
C 1.47287 -2.86459 2.11121
N 1.62480 -2.41369 0.67512
C 1.12285 -1.00626 0.44126
N -0.24879 -0.91013 -0.19059
C -0.63611 0.47229 -0.75555
C -1.04574 1.23551 0.67444
N -2.03540 0.18699 1.17898
C -1.45072 -1.16620 0.73320
N -1.96967 -2.40658 1.09979
N -3.07584 -2.57575 1.91981
H 0.58378 -2.32387 2.68532
H 1.23631 -4.01475 2.10075
H 2.50724 -2.70076 2.64712
H 1.25007 -3.10320 -0.01298
H 1.87881 -0.51115 -0.33666
H 1.24329 -0.37002 1.43252
H -1.67082 0.20291 -1.27050
H 0.16618 1.06018 -1.37465
H -1.73463 2.20506 0.58045
H -0.21858 1.25246 1.52683
H -2.22212 0.16526 2.20669
H -1.45478 -3.24600 0.69538
H -3.69736 -1.72807 1.93525
H -3.66789 -3.32190 1.45456
Br 5.26081 2.59725 3.19021
C 4.61454 1.10504 2.11259
C 4.49475 1.49283 0.65706
Br 2.90840 2.58392 0.34582
H 3.67041 0.77715 2.55459
H 5.36381 0.31724 2.24097
H 4.35654 0.60525 0.03252
H 5.35185 2.06243 0.28737
Br -3.03434 -0.18147 -3.93938
C -3.64707 1.63684 -4.29142
C -2.48780 2.60477 -4.34136
Br -1.83997 3.02280 -2.54987
H -4.38413 1.88010 -3.52212
H -4.14713 1.58416 -5.26388
H -2.80549 3.56431 -4.76007
H -1.63295 2.22961 -4.91077

## Properties
HOMO energy = -0.448 Eh
E_LUMO = -3.62 eV
charge = +1
Kohn-Sham gap = 8.6 eV

These are the Mulliken partial charges, in e, on atoms 1 to 6:
1 C -0.676
2 N -0.313
3 C -0.281
4 N -0.006
5 C -0.400
6 C -0.244

=====

No. 3
Molecular formula: C9H22CuN2O5
Method: DFT, wB97M-V/def2-TZVPD

CARTESIAN COORDINATES (ANGSTROEM)
Cu 0.86637 0.05522 1.84127
C -0.43905 -2.08252 5.82593
O -0.63035 -3.18345 6.27058
O -1.15716 -1.35374 5.11752
O 0.64457 -2.14853 5.38925
C 1.15466 -5.24650 -2.57922
C 0.63382 -3.96198 -1.97080
C -0.79094 -4.25047 -1.49057
O -1.21024 -2.91502 -0.91703
C -2.49227 -2.52883 -1.39647
N 1.47499 -3.39043 -0.88787
H 1.58353 -5.89499 -1.81524
H 2.00234 -4.92487 -3.18425
H 0.39917 -5.77190 -3.16339
H 0.52374 -3.26541 -2.80194
H -0.85932 -4.81656 -0.56161
H -1.42359 -4.58356 -2.31330
H -3.35905 -3.17663 -1.26545
H -2.56810 -2.26906 -2.45235
H -2.81868 -1.69982 -0.76854
H 2.42816 -3.39884 -1.22177
H 1.50382 -4.13621 -0.20737
C -0.87622 4.30951 -1.28735
C 0.55892 4.33017 -0.83677
C 0.71185 4.92613 0.55351
O 0.20559 4.05343 1.57539
C 0.15832 4.81012 2.82268
N 1.10063 2.98747 -0.82228
H -1.06266 3.75140 -2.20487
H -1.35358 5.28611 -1.36789
H -1.51535 3.86719 -0.52316
H 1.12374 5.05331 -1.42511
H 0.13230 5.84663 0.62335
H 1.73285 5.13193 0.87495
H -0.40321 5.72274 2.62293
H 1.21611 4.99891 3.00582
H -0.29213 4.15006 3.56397
H 0.98610 2.75679 -1.79890
H 2.11030 2.96218 -0.82367

## Properties
HOMO energy (alpha / beta) = -0.272 / -0.250 Eh
E_LUMO (alpha / beta) = -3.15 / -3.18 eV
multiplicity = 2
Kohn-Sham gap (alpha / beta) = 4.2 / 3.6 eV
energy above the lowest of the compared OMol25 structures with the same formula, charge and spin = 154.9 kcal/mol

These are the Mulliken partial charges, in e, on atoms 1 to 6:
1 Cu 0.846
2 C 0.768
3 O -0.512
4 O -0.686
5 O -0.443
6 C -1.366

=====

No. 4
Molecular formula: C9H22FN2O4P2
Method: DFT, wB97M-V/def2-TZVPD

CARTESIAN COORDINATES (ANGSTROEM)
C 4.03249 0.27592 0.54848
C 3.26418 -0.02377 -0.85759
O 1.93816 -0.57809 -0.66429
C 1.05564 -0.25411 -1.75411
C -0.50460 -0.45982 -1.45495
N -1.11302 0.40746 -0.38977
C -2.57650 0.62804 -0.80208
C -3.60540 0.62192 0.42775
O -4.40971 -0.34772 0.52803
F -3.76338 1.63885 1.40088
P -1.26298 -0.35576 1.26152
C 0.40706 -0.50177 2.12897
C -1.86235 -2.17980 1.09428
C -0.67519 -3.24842 0.97506
P -0.43150 2.08235 -0.32131
N -0.40955 2.72581 -1.80627
O -1.39028 3.13151 0.62737
O 1.13585 2.14876 0.29590
H 5.14884 0.48609 0.32158
H 3.90648 -0.59106 1.27914
H 3.61926 1.27785 0.94514
H 3.29132 0.96233 -1.43789
H 3.90799 -0.77069 -1.45192
H 1.29442 0.78876 -2.20472
H 1.31109 -0.99586 -2.61274
H -0.67907 -1.58337 -1.34999
H -1.01382 -0.16663 -2.45658
H -2.72267 1.62917 -1.35379
H -2.95176 -0.20772 -1.50810
H 0.16331 -0.88011 3.20037
H 1.12618 -1.26947 1.68899
H 0.93617 0.51350 2.30265
H -2.56621 -2.37871 1.99142
H -2.54084 -2.20717 0.16048
H -1.17187 -4.29648 1.00147
H -0.09161 -3.21420 -0.01355
H 0.05664 -3.24141 1.85940
H -1.01358 3.56872 -1.81789
H -1.27082 4.03362 0.25326
H 1.58847 2.99257 0.04496

## Properties
SMILES = CCOCC[N@@+](CC(=O)F)(P(C)CC)P(=N)(O)O
HOMO energy = -0.471 Eh
E_LUMO = -3.81 eV
charge = +1
Kohn-Sham gap = 9.0 eV

These are the Mulliken partial charges, in e, on atoms 1 to 6:
1 C -0.886
2 C -0.346
3 O -0.169
4 C -0.868
5 C -0.813
6 N 0.732

=====

No. 5
Molecular formula: C9H22N3
Method: DFT, wB97M-V/def2-TZVPD

CARTESIAN COORDINATES (ANGSTROEM)
C 0.41961 -1.38668 0.53739
C -0.36259 -0.06041 1.03474
C 0.57790 0.41815 -1.25938
C -0.61752 0.78290 -0.26501
C -0.07897 -2.48939 -0.27267
C 1.78989 -1.52024 1.16342
C 0.34266 0.82427 2.01950
C -1.62394 -0.61053 1.66008
C 1.67924 1.45833 -1.34939
N -0.05145 0.08207 -2.56183
N -0.63591 2.22407 0.06643
N -1.89667 0.58901 -1.03013
H 0.66692 -2.86060 -1.08916
H -1.04702 -2.14508 -0.66562
H -0.08460 -3.36355 0.48268
H 2.17903 -2.32617 0.57103
H 1.68081 -1.95005 2.20463
H 2.48966 -0.65664 0.97413
H 0.38464 0.33886 3.07635
H -0.17845 1.68460 2.06017
H 1.50299 0.95165 1.73786
H -2.58506 -0.74416 1.14828
H -1.92876 0.08839 2.41280
H -1.35049 -1.48086 2.18812
H 2.53332 0.92776 -1.60932
H 1.92600 1.84375 -0.35089
H 1.41570 2.09413 -2.12445
H -2.64998 0.37174 -0.39324
H -0.14413 0.80715 -3.33438
H 0.05993 2.82497 -0.26359
H -1.51696 2.65087 0.04030
H -2.14261 1.40955 -1.55290
H 0.27649 -0.78464 -3.03367
H -1.02967 0.00677 -2.22227

## Properties
HOMO energy (alpha / beta) = -0.363 / -0.472 Eh
E_LUMO (alpha / beta) = -3.08 / -4.86 eV
charge = +1
multiplicity = 3
Kohn-Sham gap (alpha / beta) = 6.8 / 8.0 eV
energy above the lowest of the compared OMol25 structures with the same formula, charge and spin = 37.7 kcal/mol

These are the Mulliken partial charges, in e, on atoms 1 to 6:
1 C 0.174
2 C 2.043
3 C -0.475
4 C 1.065
5 C -1.513
6 C -1.520

=====

No. 6
Molecular formula: C9H22NO5S
Method: DFT, wB97M-V/def2-TZVPD

CARTESIAN COORDINATES (ANGSTROEM)
C 1.16535 -2.05482 -0.88577
C -0.21709 -2.66194 -0.90097
O -1.07482 -1.80395 -1.60243
C -2.43835 -1.99021 -1.35506
C -2.95471 -1.54530 -0.01713
O -2.97837 -0.11947 0.05253
S -2.19252 0.71483 1.15554
O -1.86077 1.93155 0.50583
O -0.76557 -0.13927 1.24871
C -0.03766 0.34439 2.39465
C 1.40876 -0.02463 2.26323
C 2.11721 0.53176 1.01962
C 1.55578 1.83390 0.48395
C 2.13343 2.21851 -0.86138
N 1.59707 3.49493 -1.37596
H 1.59301 -2.11542 -1.87932
H 1.08361 -1.01122 -0.60661
H 1.78849 -2.57918 -0.16716
H -0.15874 -3.63778 -1.40089
H -0.56421 -2.85276 0.11656
H -2.72238 -3.03737 -1.51145
H -2.96247 -1.38540 -2.09148
H -3.99569 -1.85913 0.01901
H -2.45376 -2.00620 0.83032
H -0.46273 -0.06389 3.30898
H -0.11951 1.42726 2.43640
H 1.53897 -1.09989 2.33642
H 1.88988 0.38963 3.14885
H 3.15686 0.70946 1.29048
H 2.15192 -0.21586 0.23371
H 0.48011 1.80178 0.36370
H 1.78894 2.63402 1.18973
H 3.21795 2.28566 -0.78859
H 1.87028 1.44239 -1.57252
H 1.12103 3.97242 -0.61798
H 0.84336 3.28147 -2.02228
O -2.54605 1.54737 -2.76358
H -1.99658 1.64234 -1.97765

## Properties
HOMO energy = -0.066 Eh
E_LUMO = 2.61 eV
charge = -1
Kohn-Sham gap = 4.4 eV

These are the Mulliken partial charges, in e, on atoms 1 to 6:
1 C -0.792
2 C -0.321
3 O -0.250
4 C -0.627
5 C -0.513
6 O -0.107